# 1
A molecular structure, C16H19Br2CdF3N4O4S2. Source: OMol25; level of theory: wB97M-V/def2-TZVPD.

Geometry as XYZ:
```
51
Properties=species:S:1:pos:R:3:forces:R:3:mulliken_charge:R:1
Cd 0.07227 0.45574 0.13351 -0.37 -0.22 0.40 2.0209
Br 1.21445 -0.35905 5.20053 0.27 -0.51 -0.30 -0.1909
C -0.10928 0.73894 4.45671 -1.00 -0.23 -2.36 -0.1082
C -0.47495 1.81391 5.23064 -1.25 1.35 0.38 -0.2567
C -1.41383 2.76868 4.82657 0.76 -0.85 0.35 -0.3926
Br -2.00415 4.08867 6.07384 0.21 -0.15 -0.24 -0.2479
C -1.92025 2.71536 3.52130 -0.18 -0.75 -0.80 1.1980
C -2.73255 3.70998 2.93102 0.26 0.07 -1.17 -0.6257
C -3.05146 3.64972 1.57326 -0.56 0.34 1.11 -0.6762
C -2.63440 2.54738 0.81832 0.36 -0.31 -0.17 -0.3149
N -1.90124 1.60090 1.35240 0.67 -0.69 -0.04 -0.5243
C -1.55023 1.60892 2.66508 0.19 0.69 0.49 -0.0993
C -0.63873 0.54975 3.10378 1.19 0.61 0.85 0.6367
O -0.21271 -0.33158 2.26855 0.01 0.33 0.25 -0.8146
H -0.01688 1.92127 6.20159 -0.05 0.00 0.15 0.4035
H -2.96424 4.56749 3.55061 -0.30 0.02 -0.21 0.3161
H -3.66158 4.41994 1.09944 0.25 -0.13 0.22 0.3853
H -2.83723 2.41032 -0.25508 -0.02 0.37 0.54 0.4438
N 2.56918 0.18995 0.68970 0.19 -0.89 0.57 -0.5884
N 3.40672 1.08394 0.02290 0.97 -0.50 -0.39 -0.0475
C 2.91302 2.26744 -0.33146 -1.76 -0.27 -0.25 0.4274
N 3.52993 2.89094 -1.34427 0.67 -0.05 -0.30 -0.5057
S 1.46872 2.80393 0.39068 0.30 0.56 -0.23 -0.4359
H 2.67265 0.29317 1.70446 -0.11 -0.18 -0.33 0.2510
H 2.74653 -0.78230 0.40877 0.04 0.59 0.08 0.1810
H 4.32490 0.79675 -0.34009 -0.83 -0.07 0.35 0.2513
H 3.97965 2.30173 -2.04814 -0.21 0.41 0.41 0.2188
H 3.09140 3.72510 -1.69166 -0.06 0.07 0.06 0.2559
C 2.40754 -3.41104 -2.29087 0.37 1.03 -0.01 -0.9912
C 1.07077 -4.00551 -1.88615 -0.22 -0.46 0.18 -0.6492
S -0.16741 -2.73207 -1.52204 -0.01 0.14 0.42 0.6778
O 0.32686 -2.04643 -0.26103 0.12 0.43 -0.19 -0.8546
C -1.63964 -3.71424 -0.95419 1.13 -0.50 0.35 -0.6108
C -2.80640 -3.41875 -1.85056 -1.22 0.56 -0.44 -0.9516
H 3.07916 -4.17305 -2.70217 -0.31 0.04 -0.01 0.3689
H 2.96456 -2.95640 -1.43894 -0.62 -0.16 -0.54 0.1798
H 2.22028 -2.63678 -3.07216 0.39 -0.44 0.54 0.2533
H 1.15418 -4.64148 -0.98736 -0.14 0.04 -0.49 0.3798
H 0.66955 -4.53996 -2.76411 -0.07 -0.12 0.51 0.3939
H -1.77521 -3.34133 0.07796 0.18 -0.24 -0.47 0.3403
H -1.38395 -4.79985 -0.95299 -0.11 0.79 0.23 0.3889
H -2.70458 -2.40153 -2.29499 -0.19 -0.63 0.29 0.2696
H -3.77315 -3.42128 -1.26805 0.97 -0.22 -0.74 0.3106
H -2.84321 -4.14306 -2.68618 -0.23 0.41 0.42 0.2786
F -1.49509 0.19927 -4.63464 0.70 0.21 0.36 -0.2432
C -0.21475 0.18318 -4.23814 0.73 -0.74 0.39 0.6740
F 0.23895 -1.11681 -4.43101 -0.40 1.10 0.02 -0.2365
F 0.51030 0.96457 -5.07771 -0.61 -0.40 0.66 -0.2582
C 0.05158 0.51781 -2.67788 -0.78 0.07 -0.10 0.5847
O 1.25719 0.54088 -2.34336 -1.70 -0.11 -0.09 -0.6319
O -1.01323 0.64687 -1.95639 2.39 -0.42 -0.69 -0.8341
```
Positions in Å, forces in eV/Å.

## Properties
HOMO energy in eV: -6.95
E_LUMO in eV: 0.1
ΔE to the lowest compared entry with this formula, charge and spin in kJ/mol: 0.0
Gap between HOMO and LUMO in eV: 7.04
Charge: 0

# 2
A molecular structure, C16H19Br2F15INO7PS3. Source: OMol25; level of theory: wB97M-V/def2-TZVPD.

Geometry as XYZ:
```
65
Properties=species:S:1:pos:R:3:forces:R:3:mulliken_charge:R:1
C -2.33182 2.86739 -4.07766 0.05 0.30 -0.47 -1.2484
C -1.07954 2.05660 -4.71618 -0.84 0.44 0.51 0.0629
Br -0.31809 3.31492 -6.10891 -0.20 -0.55 0.70 -0.1544
C -1.49225 0.71459 -5.50584 1.14 -0.19 -0.65 -0.7142
Br -3.47678 0.61257 -5.87581 1.05 0.59 -0.04 -0.0748
C -1.10361 -0.66319 -4.74732 -1.36 0.36 0.93 0.9658
C -1.46295 -0.40387 -3.20355 0.55 -1.49 0.58 -0.7992
C -1.65239 -1.77745 -2.33944 0.46 1.39 0.64 -0.5028
C -2.00609 -1.26157 -0.82380 -0.98 -1.04 -0.70 -0.6864
C -1.10018 -1.94287 0.31046 0.28 -0.15 0.17 -1.0724
C 0.26252 -1.11370 0.63214 -0.61 -1.19 -2.53 0.8036
F 0.65014 -0.56759 -0.66267 -0.47 -0.78 2.69 -0.2324
F 1.34178 -1.96850 0.99991 -2.45 2.25 -0.31 -0.3013
C 0.04802 0.15581 1.57913 1.20 2.95 -2.26 0.4992
F -1.15667 0.88420 1.30847 3.03 -2.29 0.09 -0.2602
F 1.10929 1.08176 1.26187 -2.49 -2.43 0.79 -0.2748
S 0.12890 -0.13978 3.42120 0.16 2.18 4.79 1.2879
F 1.75993 -0.47109 3.41933 -2.91 -0.07 -0.59 -0.2818
F 0.53942 1.49934 3.60677 -0.83 -2.82 -0.18 -0.3281
F -1.48890 0.35091 3.55390 2.41 -1.46 0.08 -0.3216
F -0.32932 -1.73878 3.32303 0.85 2.38 -0.29 -0.3030
F 0.15704 -0.30465 5.08263 -0.15 0.22 -3.21 -0.2754
O -2.08774 -1.63749 -5.22812 0.41 -2.74 -0.55 -0.3499
C -1.59523 -2.96359 -5.43131 0.09 0.10 0.47 0.6152
O -2.22490 -4.00508 -5.71513 3.01 5.05 1.31 -0.5647
O -0.17773 -2.82245 -5.19145 -1.51 -0.38 -0.26 -0.3248
C 0.25978 -1.42195 -5.12947 -1.45 0.58 -0.68 -0.0229
I 1.97747 -1.12805 -3.77419 -1.14 -0.28 -0.50 0.1391
P 1.02482 -1.18650 -6.85442 1.33 -1.12 -0.58 0.2057
C 2.05633 0.40002 -6.97784 -0.11 1.32 -0.29 -0.8487
C -0.27634 -1.27291 -8.23089 -0.74 1.44 -0.47 -0.9068
H -2.90976 3.32106 -4.96683 0.80 -0.82 1.54 0.4184
H -2.01298 3.73780 -3.41004 -0.07 -1.31 -0.97 0.3575
H -3.04236 2.20931 -3.47375 1.12 0.75 -0.91 0.2687
H -0.21802 1.91259 -3.96430 -1.46 0.02 -1.34 0.4785
H -1.00351 0.77522 -6.54710 -0.90 -0.32 1.69 0.4052
H -2.45110 0.15852 -3.09508 1.36 -0.72 -0.53 0.0685
H -0.63695 0.21063 -2.70001 -1.15 -0.91 -0.76 0.2956
H -2.48881 -2.41775 -2.78879 1.25 0.94 0.76 0.3307
H -0.68182 -2.37523 -2.25278 -1.31 0.81 -0.51 0.2992
H -2.02408 -0.12089 -0.81370 0.24 -1.63 0.28 0.3847
H -3.09370 -1.61180 -0.63155 1.76 0.69 -0.07 0.4082
H -1.74574 -2.09498 1.24014 1.20 0.40 -1.06 0.3852
H -0.77237 -3.00078 -0.02931 -0.40 1.83 0.53 0.4076
H 3.16942 0.10132 -7.00122 -1.87 0.44 0.30 0.3164
H 1.83838 1.17228 -6.14406 0.51 -1.28 -1.36 0.2199
H 1.84757 0.93566 -7.98369 0.15 -0.92 1.58 0.3126
H -0.47836 -0.20605 -8.63401 0.09 -1.66 0.59 0.2882
H 0.16353 -1.86585 -9.10180 -0.61 0.63 1.43 0.3619
H -1.27609 -1.71420 -7.88961 1.49 0.53 -0.49 0.2425
C 1.31273 2.18058 11.66223 -1.42 -0.63 1.26 0.6509
F 1.41541 3.20210 12.53865 0.32 -0.26 -0.68 -0.2211
F 1.48757 1.04326 12.37702 0.21 0.45 -0.41 -0.2422
F 0.02492 2.16036 11.24481 0.61 0.14 -0.10 -0.2415
S 2.49043 2.31375 10.27330 0.96 1.67 0.46 0.9805
O 3.79890 2.29540 10.90346 -0.97 -0.40 -0.40 -0.6444
O 2.14383 3.56450 9.62236 -0.09 -1.06 0.28 -0.6462
N 2.05121 0.98569 9.52551 0.66 0.54 -0.32 -0.2773
S 2.86793 0.71840 8.19236 1.29 0.22 -1.46 0.9685
O 4.26513 0.35623 8.35450 -1.09 0.09 0.24 -0.6550
O 2.59219 1.60943 7.07918 -0.19 -0.59 0.91 -0.6161
C 2.04068 -0.84578 7.74091 -1.19 -1.59 0.01 0.6678
F 0.70652 -0.68931 7.56523 0.62 0.22 0.15 -0.2361
F 2.17816 -1.79522 8.69607 0.19 0.53 -0.27 -0.2476
F 2.51619 -1.38309 6.59751 0.12 0.62 0.44 -0.2199
```
Positions in Å, forces in eV/Å.

## Properties
HOMO energy in eV: -6.55
E_LUMO in eV: 0.5
Gap between HOMO and LUMO in eV: 7.08
Charge: -1

# 3
A molecular structure, C16H19ClFe. Source: OMol25; level of theory: wB97M-V/def2-TZVPD.

Geometry as XYZ:
```
37
Properties=species:S:1:pos:R:3:forces:R:3:mulliken_charge:R:1
C -0.20979 -0.82175 2.32870 0.16 0.86 0.55 0.0264
C -0.87509 0.44727 2.16135 1.19 -0.41 0.13 -0.7843
C 0.12607 1.42011 1.77976 0.14 -0.91 0.31 -0.8312
H -1.91888 0.63259 2.33460 -0.13 0.10 -0.05 0.4352
C 1.40126 0.74148 1.74784 -0.47 -0.24 0.13 -0.0696
C 1.17502 -0.63988 2.02667 -0.21 0.69 1.17 -0.5971
H 1.94241 -1.40568 2.06846 -0.24 0.15 -0.10 0.3529
H -0.65697 -1.72139 2.76002 0.10 0.28 -0.65 0.3963
H -0.03462 2.47703 1.62244 -0.08 -0.07 -0.10 0.5547
H 2.38829 1.20922 1.67010 -0.58 -0.22 -0.40 0.4106
Fe -0.06241 -0.09616 0.19346 0.49 -0.63 -0.39 0.1249
Cl -0.39075 -1.22229 -1.92796 -1.40 0.49 -3.17 -0.2615
C -2.18702 3.85782 -2.73878 0.03 0.47 0.75 -0.5745
C -1.10591 4.67809 -2.29203 -0.74 -0.14 0.45 -0.5469
C -1.46248 5.22482 -1.02133 -0.49 -0.52 -0.50 -0.5593
H -0.18887 4.88336 -2.83999 -0.12 -0.07 0.10 0.3741
C -2.76481 4.74485 -0.68385 0.43 -0.19 -0.73 -0.5591
C -3.21316 3.90071 -1.74545 0.77 0.42 0.06 -0.5457
H -4.18199 3.40953 -1.80414 0.16 0.04 0.02 0.3719
H -2.23588 3.32504 -3.68583 0.02 0.05 0.16 0.3830
H -0.86482 5.91713 -0.43191 -0.07 -0.13 -0.08 0.3681
H -3.33119 5.00953 0.20653 0.09 -0.07 -0.12 0.3548
C 0.98277 -5.42683 -0.91376 -0.13 -0.11 -0.18 -1.6616
C 1.79447 -4.38545 -0.13868 0.01 -0.02 0.04 1.9686
C 1.86460 -4.82474 1.33160 -0.11 0.07 0.13 -1.4956
C 3.24665 -4.38965 -0.63705 0.02 0.15 -0.16 -1.5036
C 1.14126 -3.06060 -0.26488 0.49 -1.21 -0.61 -0.3720
C 0.48037 -2.09074 -0.67238 0.79 1.11 3.18 -0.1673
H 1.49370 -6.39265 -0.81637 -0.21 -0.01 -0.13 0.3952
H 0.89418 -5.16247 -1.97581 0.10 -0.07 0.24 0.3964
H -0.03235 -5.50974 -0.50595 0.21 -0.01 -0.06 0.3870
H 2.30756 -5.83297 1.38475 -0.17 0.27 0.08 0.4060
H 2.51269 -4.12736 1.88377 -0.31 -0.24 0.01 0.3639
H 0.85791 -4.83976 1.77249 0.33 0.00 0.02 0.3332
H 3.32249 -4.05734 -1.68100 0.02 -0.08 0.26 0.3707
H 3.86311 -3.74175 0.00197 -0.11 -0.09 -0.29 0.3962
H 3.62757 -5.41887 -0.55073 0.02 0.28 -0.11 0.3591
```
Positions in Å, forces in eV/Å.

## Properties
HOMO energy (spin up / spin down) in eV: -2.55 / -2.55
E_LUMO (spin up / spin down) in eV: 2.4 / 2.0
<S²>: 8.776
ΔE to the lowest compared entry with this formula, charge and spin in kJ/mol: 5.8
Multiplicity: 6
Gap between HOMO and LUMO (spin up / spin down) in eV: 4.97 / 4.53
Charge: -1

# 4
C16H19ClN2O2 in the gas phase. Source: OMol25; level of theory: wB97M-V/def2-TZVPD.

Geometry as XYZ:
```
40
Properties=species:S:1:pos:R:3:forces:R:3:mulliken_charge:R:1
O 0.39795 -2.99723 2.11214 -0.03 -0.46 0.10 -0.6906
C 0.59197 -1.80313 2.20011 0.03 0.79 -0.32 -0.2066
N 0.70086 -1.12570 3.36419 0.01 0.25 0.26 -0.0744
C 0.61675 -1.67124 4.69085 -0.01 -0.24 0.04 -0.1031
C 1.16364 -3.02786 5.01890 0.22 -0.02 0.07 -0.6341
C -0.31912 -2.79441 5.02195 -0.21 0.05 0.05 -0.6228
H -0.84386 -2.75531 5.96408 0.02 0.05 0.11 0.2911
H -0.88156 -3.22647 4.21119 0.02 -0.03 -0.10 0.2210
H 1.67886 -3.15302 5.95880 0.00 0.05 0.11 0.2852
H 1.56217 -3.61211 4.20632 -0.03 -0.02 -0.10 0.2178
H 0.74115 -0.88815 5.42839 -0.02 -0.10 -0.01 0.4587
H 0.85184 -0.13093 3.31584 -0.05 -0.14 -0.11 0.2999
C 0.78989 -0.91440 0.97084 0.04 -0.41 -0.03 0.9114
C -0.04519 -1.43657 -0.20427 0.06 0.03 -0.02 -0.8213
H -0.09817 -2.52453 -0.13773 -0.03 0.04 0.01 0.3519
H -1.05870 -1.04184 -0.12830 -0.03 -0.03 -0.03 0.2655
C 0.59095 -1.02035 -1.53998 -0.35 -0.26 0.06 -0.9151
N 1.33603 0.20568 -1.37589 0.16 -0.04 -0.01 0.1312
C 0.88165 1.43763 -1.68227 -0.01 -0.02 -0.20 0.2958
O 1.48958 2.45702 -1.41493 -0.02 0.27 -0.02 -0.6721
C -0.42805 1.48829 -2.42109 -0.15 0.28 0.07 -0.3463
C -0.46935 1.41450 -3.80755 -0.02 -0.01 0.12 0.0177
C -1.67142 1.54213 -4.48118 0.03 -0.01 -0.06 -0.7078
C -2.84385 1.75199 -3.77407 -0.01 0.00 0.00 -0.3654
C -2.81964 1.83946 -2.39313 0.02 -0.01 0.04 -0.6667
C -1.61188 1.71102 -1.72787 0.11 -0.07 -0.30 0.8718
Cl -1.57304 1.82920 -0.00336 -0.09 0.06 0.27 -0.1959
H -3.72591 2.00855 -1.83297 -0.06 0.02 0.07 0.4366
H -3.78243 1.85323 -4.29718 -0.08 0.01 -0.04 0.3803
H -1.69260 1.48107 -5.55846 0.00 0.00 -0.09 0.3991
H 0.45035 1.25838 -4.35143 0.09 -0.02 -0.06 0.4444
C 2.51921 0.07407 -0.54740 0.34 0.18 0.13 -0.8948
C 2.27397 -0.93185 0.58371 -0.12 0.11 -0.04 -0.8135
H 2.53711 -1.94321 0.26973 0.02 -0.05 0.05 0.3269
H 2.89968 -0.67631 1.44030 0.05 -0.04 -0.04 0.3899
H 2.73763 1.06909 -0.15103 0.02 -0.18 -0.06 0.4937
H 3.36778 -0.24292 -1.16498 -0.01 0.07 0.06 0.2259
H -0.17274 -0.89135 -2.30727 0.15 -0.10 0.03 0.4439
H 1.29387 -1.78631 -1.88195 -0.08 0.02 -0.05 0.4239
H 0.49899 0.11424 1.20552 0.02 -0.03 0.01 0.1470
```
Positions in Å, forces in eV/Å.

## Properties
HOMO energy in eV: -9.13
Structure (SMILES): O=C(NC1CC1)C1CCN(C(=O)c2ccccc2Cl)CC1
E_LUMO in eV: 0.6
ΔE to the lowest compared entry with this formula, charge and spin in kJ/mol: 25.4
Gap between HOMO and LUMO in eV: 9.76
Charge: 0

# 5
A molecular structure, C16H19IO13P2. Source: OMol25; level of theory: wB97M-V/def2-TZVPD.

Geometry as XYZ:
```
51
Properties=species:S:1:pos:R:3:forces:R:3:mulliken_charge:R:1
C -5.10256 3.36106 -0.77466 0.38 -0.05 -0.09 -1.5156
C -4.17128 2.14272 -0.63680 -0.52 0.22 -0.03 1.1976
C -4.05799 1.35955 -1.94826 0.26 0.51 0.50 -1.6381
C -4.64975 1.28018 0.52220 0.18 -0.12 -0.01 -0.9749
O -3.54691 0.72867 1.31100 -0.22 -0.69 -0.19 -0.1548
P -3.14035 1.68219 2.48254 0.28 0.37 0.51 0.8040
O -3.08474 3.08234 2.11660 -0.02 1.38 -0.77 -0.6069
O -4.13027 1.51485 3.71362 -0.44 -0.77 -0.07 -0.5349
O -1.76997 1.12323 3.04547 0.64 -0.05 0.26 -0.1599
P -0.67472 2.37741 3.43389 -0.14 0.61 -0.16 0.1487
O -0.29973 2.04261 4.99139 -0.14 -0.12 -0.48 -0.4376
I 1.34476 1.75851 2.14835 -0.27 -0.38 0.26 0.0058
H -5.59766 3.60305 0.15715 -0.20 0.00 0.17 0.3876
H -4.51090 4.23669 -1.01541 0.04 0.17 -0.27 0.3417
H -5.83748 3.21337 -1.55878 -0.24 0.00 -0.06 0.4073
H -3.18327 2.52022 -0.41294 0.19 0.05 0.37 0.1385
H -3.11130 0.83309 -1.94903 0.04 -0.42 -0.18 0.3659
H -4.88734 0.67384 -2.08778 -0.11 -0.11 -0.11 0.3727
H -4.03803 2.08239 -2.75618 0.00 -0.05 -0.34 0.4307
H -5.26678 0.46784 0.15292 0.23 -0.47 0.11 0.4140
H -5.28373 1.83308 1.20668 -0.13 0.32 0.01 0.2634
H -4.96046 1.95536 3.47369 0.12 -0.03 0.37 0.3529
H -0.47865 2.88908 5.43648 0.12 -0.39 0.15 0.3538
C 2.84831 -4.26673 0.32321 0.15 0.07 0.19 -1.0552
C 1.77314 -4.12067 -0.46087 0.34 -0.24 -0.04 0.4192
C 0.67742 -3.14763 -0.13144 -0.14 0.41 0.46 1.0596
O -0.25991 -3.05524 -0.90142 0.05 -0.21 -0.24 -0.6673
C 0.79346 -2.36913 1.09179 -0.15 -0.05 -0.24 -0.9984
C 1.86780 -2.51748 1.87877 -0.35 0.28 0.00 0.2095
C 2.97567 -3.47117 1.53611 0.13 -0.37 -0.41 1.0160
O 3.93104 -3.54095 2.28524 -0.05 0.19 0.21 -0.6542
O 2.02621 -1.83265 3.00157 0.30 -0.20 0.09 -0.5011
O 1.60124 -4.81844 -1.57745 -0.27 0.17 -0.04 -0.5810
H 3.64327 -4.96201 0.09380 -0.01 -0.01 -0.03 0.4337
H -0.00737 -1.68216 1.32791 0.02 0.03 0.03 0.6235
H 2.88249 -2.11932 3.37513 -0.02 0.04 0.02 0.3428
H 0.74870 -4.51846 -1.95033 0.02 -0.02 -0.02 0.3570
C 2.80201 0.78730 -1.77961 0.09 0.03 0.25 -1.0471
C 2.80265 0.28880 -3.02248 -0.28 0.23 0.20 0.4414
C 3.92564 -0.56889 -3.53132 0.52 -0.21 0.19 0.9796
O 3.85155 -1.00302 -4.66437 -0.25 0.11 -0.12 -0.6348
C 5.04738 -0.83322 -2.64168 -0.12 -0.04 -0.22 -0.9766
C 5.04807 -0.33208 -1.40027 0.29 -0.24 -0.19 0.3587
C 3.91304 0.50398 -0.88474 -0.55 0.21 -0.21 1.1586
O 3.96951 0.91066 0.26105 0.29 -0.10 0.13 -0.5810
O 6.04296 -0.53916 -0.54609 -0.19 0.18 0.21 -0.5886
O 1.81929 0.51406 -3.88376 0.17 -0.19 -0.22 -0.5787
H 1.99772 1.40331 -1.40158 -0.02 -0.01 -0.01 0.3600
H 5.85762 -1.43812 -3.02300 0.01 -0.01 0.03 0.4365
H 5.79397 -0.07246 0.27574 0.04 -0.04 0.01 0.3440
H 2.06622 0.03955 -4.70203 -0.04 0.02 0.01 0.3621
```
Positions in Å, forces in eV/Å.

## Properties
HOMO energy in eV: -8.91
E_LUMO in eV: -1.5
Gap between HOMO and LUMO in eV: 7.38
Charge: 0

Computed values of maximum force (unit: eV/Å) for the preceding records, in sequence: 2.6 6.0 3.5 0.9 1.6.
Computed values of E (unit: hartree) for the preceding records, in sequence: -7552.86559 -9681.98294 -2344.76503 -1341.28874 -2579.77579.